8
Properties=species:S:1:pos:R:3:forces:R:3:lowdin_charge:R:1 method="wB97M-V/def2-TZVPD" lumo_energy_ev=0.570 smiles=F[C@@H](Cl)C(F)(F)Br e_tot_ha=-3410.573674 relative_energy_kcal_mol=23.5 homo_ev=-10.80
C -0.223989 -0.136743 0.954606 0.2 3.3 -4.8 -0.66
C 0.434321 0.105710 -0.738943 -1.6 -0.4 2.9 -0.90
F -0.192356 1.039787 1.615455 -0.2 -0.3 0.1 -0.01
F 1.616921 0.727629 -0.749424 -0.6 -0.2 0.0 0.06
F 0.584126 -1.163780 -1.115251 0.6 -0.3 -0.4 0.00
Cl -1.818585 -0.692935 0.636120 -0.3 -0.5 0.9 0.69
Br -0.891490 0.901186 -1.910763 0.6 0.4 0.0 0.75
H 0.491053 -0.780854 1.308199 1.2 -2.0 1.3 0.08


13
Properties=species:S:1:pos:R:3:forces:R:3:lowdin_spin:R:1 method="wB97M-V/def2-TZVPD" multiplicity=3 lumo_energy_ev="-3.425 / -7.687" s_squared=2.006 e_tot_ha=-571.625546 relative_energy_kcal_mol=31.0 charge=+1 homo_ev="-11.85 / -15.37"
C -0.564556 1.347143 -0.090076 -2.2 -0.2 1.8 0.65
C -0.614607 -0.955736 0.907126 3.7 0.3 2.8 0.01
C 0.241342 0.161483 0.349368 1.5 2.0 1.8 0.09
N 0.914663 -0.332876 -0.921847 -0.8 2.0 0.2 0.08
S -0.198938 2.142786 -1.466800 0.1 1.6 -1.4 1.02
H -1.555739 1.687794 0.392131 1.7 -0.8 -0.5 0.05
H -0.653836 -0.684185 1.995809 -0.9 -0.6 -1.0 0.00
H -0.101240 -1.949509 0.848522 -0.6 0.7 0.0 0.00
H -1.470441 -0.871045 0.361006 -2.8 -0.5 -0.9 0.00
H 1.149887 0.671710 1.192183 -2.2 -2.1 -2.7 0.04
H 1.474075 -1.121099 -0.621935 1.6 0.4 -0.5 0.00
H 1.141798 0.658873 -1.390843 1.2 -2.9 0.5 0.04
H 0.237592 -0.755339 -1.554643 -0.5 0.1 0.0 0.00